No. 1
DFT (ωB97M-V/def2-TZVPD) results for a structure of composition C28H34N2O8 at a distorted geometry.

Each line ends with the natural charge from an NBO analysis.
CARTESIAN COORDINATES (ANGSTROEM)
C  -3.281012  -0.702894  2.763405  -0.24
H  -3.117127  -1.584364  3.327056  0.19
O  -1.837978  -0.163273  2.516654  -0.52
C  -1.606647  0.645041  1.586745  0.35
C  -0.261016  0.661574  1.296738  -0.21
C  0.184587  1.629179  0.567127  -0.15
C  -0.727891  2.311842  -0.127486  -0.28
C  -2.027075  2.338457  -0.254748  0.28
C  -2.590781  1.472118  0.746417  0.16
O  -3.871687  1.279266  0.961092  -0.56
C  -4.634483  2.673063  1.477057  -0.18
H  -4.306150  2.848038  2.348824  0.17
H  -4.442631  3.141356  0.668832  0.19
H  -5.605420  2.285295  1.566607  0.19
O  -2.936592  2.979696  -1.003004  -0.48
C  -2.551996  3.669060  -1.882967  -0.19
H  -1.803650  4.382189  -1.682400  0.16
H  -3.419863  4.025677  -2.407870  0.19
H  -1.846567  3.147497  -2.763586  0.10
H  -0.258351  3.147414  -0.921861  0.18
C  1.621946  1.867988  0.221894  -0.07
C  2.520996  1.585618  1.301571  -0.26
C  4.048818  1.787983  0.804896  0.67
O  4.381438  2.715606  0.337256  -0.58
N  4.916352  0.841574  0.861628  -0.44
C  4.589707  -0.626143  1.518680  -0.26
C  5.028345  -1.864413  0.493662  -0.26
N  5.169381  -0.872062  -0.820478  -0.40
C  3.982850  -0.767800  -1.490168  0.57
O  4.247537  -0.066126  -2.512294  -0.63
C  2.754560  -1.170632  -1.284955  -0.26
C  1.616195  -0.725469  -1.864802  -0.10
C  0.293761  -0.957149  -1.416181  -0.01
C  -0.748734  -0.434408  -2.141567  -0.23
C  -2.116523  -0.581448  -1.868046  0.31
C  -2.418653  -1.263487  -0.880886  0.15
C  -1.429525  -2.138641  -0.368021  0.28
C  -0.120700  -1.894992  -0.188489  -0.22
H  0.618593  -2.390190  0.124983  0.20
O  -2.027340  -2.889934  0.845550  -0.60
C  -0.912490  -3.614645  1.838582  -0.20
H  -1.726353  -4.036432  2.628924  0.20
H  -0.365048  -4.248067  1.231245  0.19
H  -0.518079  -2.875882  2.231843  0.16
O  -3.895576  -1.647524  -0.699083  -0.54
C  -4.101984  -3.065399  -0.972521  -0.29
H  -3.656203  -3.886599  -0.352430  0.23
H  -5.183964  -3.153399  -0.663631  0.19
H  -4.114526  -3.103905  -2.136558  0.18
O  -3.036502  0.330083  -2.566323  -0.51
C  -4.261969  0.399811  -2.377348  -0.21
H  -4.795298  -0.512346  -2.679167  0.15
H  -4.458722  1.251346  -3.025437  0.19
H  -4.396416  0.465368  -1.172603  0.18
H  -0.347122  0.348729  -2.758326  0.24
H  1.852898  0.200482  -2.234988  0.23
H  2.658132  -2.164361  -0.610369  0.17
C  6.167484  -0.098002  -0.746081  -0.21
C  6.278562  0.787575  0.551420  -0.24
H  6.669006  1.718114  0.643333  0.23
H  7.005429  0.180697  1.167564  0.18
H  7.236778  -0.658618  -0.836363  0.16
H  6.147558  0.568621  -1.716038  0.28
H  4.215161  -2.580741  0.555475  0.22
H  6.040335  -2.141694  0.804536  0.21
H  4.959964  -0.938699  2.557230  0.20
H  3.426092  -0.791067  1.633278  0.21
H  2.484517  1.196119  2.244238  0.20
H  1.831408  2.256167  -0.547508  0.16
H  0.406775  0.299576  2.474888  0.19
H  -3.907366  0.180353  3.263686  0.19
H  -3.689173  -1.007780  1.811640  0.23

Atoms 1-3, force components in eV/Å:
0.88 3.35 -0.20
0.13 -0.42 1.01
-4.80 -4.02 4.35

The gap between HOMO and LUMO comes out at 0.2389 hartree. The LUMO energy is -0.02640 hartree. The calculation puts the strongest force on any atom at 0.3545 hartree/bohr. The calculated total energy is -1797.81075 a.u. The value obtained for the HOMO energy is -7.219 eV.

No. 2
DFT (ωB97M-V/def2-TZVPD) results for a structure of composition C28H34N5O4PRuS at a distorted geometry.

Each line ends with the Löwdin spin population.
CARTESIAN COORDINATES (ANGSTROEM)
Ru  -1.102695  -0.282254  0.105773  2.21
S  -0.229295  -2.406054  -0.620127  0.66
C  0.769305  -1.653554  -1.823027  0.09
N  1.632905  -2.474754  -2.356127  0.35
N  2.459005  -1.954354  -3.326027  0.08
C  3.756005  -1.522454  -2.934427  0.02
C  4.094705  -1.242954  -1.604627  0.01
C  5.352205  -0.729854  -1.273827  0.00
C  6.284405  -0.466854  -2.274627  0.00
C  5.955205  -0.708954  -3.606227  0.00
C  4.696105  -1.222154  -3.932227  0.00
N  0.695205  -0.332854  -2.211727  0.25
N  0.381005  0.392546  -1.245127  0.34
C  0.379105  1.748046  -1.614427  0.02
C  -0.743795  2.528346  -1.320927  0.05
C  -0.770995  3.889146  -1.636327  0.00
C  0.334505  4.485146  -2.242827  0.03
C  1.466305  3.722946  -2.530127  0.00
C  1.489005  2.363046  -2.211727  0.03
H  2.541805  -2.583554  -4.120927  0.00
H  3.372805  -1.429054  -0.811427  0.00
H  5.589105  -0.532154  -0.232327  0.00
H  7.258905  -0.063954  -2.016027  0.00
H  6.669905  -0.489254  -4.393327  0.00
H  4.441405  -1.379054  -4.976527  0.00
H  -1.599895  2.056846  -0.844027  0.01
H  -1.653995  4.477646  -1.405727  0.00
H  0.314805  5.542746  -2.489027  0.00
H  2.332705  4.180246  -2.998527  0.00
H  2.372605  1.765646  -2.426827  0.00
O  -4.355595  0.505146  -1.956927  0.05
C  -3.279595  0.774446  -1.566227  0.06
N  -2.132895  1.061546  -1.149927  0.11
C  -1.408495  3.536846  2.090273  0.07
P  -1.240195  1.814946  1.468473  0.14
C  -2.637595  1.041846  2.365673  0.01
C  0.247005  1.259446  2.364573  0.03
C  0.259405  0.138046  3.204873  0.01
C  1.429805  -0.257554  3.861573  0.01
C  2.611205  0.454746  3.677973  0.00
C  2.624905  1.558946  2.831973  0.01
C  1.454005  1.953646  2.178073  0.00
H  -0.606195  4.173146  1.705873  0.00
H  -1.384495  3.575646  3.183773  0.01
H  -2.358795  3.965146  1.757173  0.00
H  -2.584495  1.218246  3.444373  0.00
H  -2.666095  -0.037654  2.190473  0.00
H  -3.585795  1.454746  2.007373  0.00
H  -0.635295  -0.456654  3.363073  0.00
H  1.416605  -1.128354  4.511973  0.00
H  3.520505  0.144346  4.185273  0.00
H  3.546605  2.112146  2.672973  0.00
H  1.500505  2.811146  1.509773  0.00
C  -1.634395  -3.324554  1.781073  0.01
C  -3.123095  -3.089654  1.778973  0.00
C  -3.211495  -1.654754  1.306373  0.01
O  -2.029095  -0.991454  1.775673  0.03
C  -1.108295  -1.984854  2.248373  0.02
H  -1.289495  -3.526354  0.759973  0.01
H  -1.319695  -4.153754  2.419773  0.00
H  -3.512795  -3.171654  2.800573  0.00
H  -3.678195  -3.784154  1.143173  0.00
H  -4.098795  -1.140554  1.685873  0.00
H  -3.214695  -1.597154  0.212673  0.00
H  -1.087095  -1.926854  3.341873  0.00
H  -0.105895  -1.770154  1.867573  0.01
C  -4.702495  -2.415054  -1.065827  0.01
C  -3.451895  -1.694554  -1.538727  0.02
O  -3.303895  -1.637054  -2.790927  0.01
O  -2.718695  -1.244154  -0.614227  0.13
H  -5.294995  -2.781254  -1.909727  0.00
H  -5.323295  -1.732654  -0.477627  0.00
H  -4.424295  -3.269654  -0.441927  0.00
H  0.359205  -0.461954  1.187973  0.09

Atoms 1-3, force components in eV/Å:
4.92 2.73 -1.06
1.56 -0.31 -1.47
0.52 1.01 -0.90

Its spin multiplicity is 6. The gap between HOMO and LUMO (alpha / beta) comes out at 0.2028 / 0.1631 hartree. The LUMO energy (alpha / beta) is 0.09599 / 0.01301 hartree. The calculation puts the strongest force on any atom at 0.2477 hartree/bohr. Its expectation value of S² is 8.804. The calculated total energy is -2495.89666 a.u. The net charge is -1. The value obtained for the HOMO energy (alpha / beta) is -2.906 / -4.083 eV.

No. 3
DFT (ωB97M-V/def2-TZVPD) results for a structure of composition C28H34N6O2Pt.

Each line ends with the Mulliken charge.
CARTESIAN COORDINATES (ANGSTROEM)
Pt  -0.859444  1.078949  0.578661  1.05
C  2.553698  -0.178048  1.284461  -1.21
C  1.910361  -0.371360  2.632727  1.32
C  2.707158  -0.340367  3.775164  -0.80
C  2.161702  -0.537753  5.029656  -0.76
C  0.799093  -0.767213  5.157998  -0.89
C  -0.026622  -0.802017  4.043476  1.02
C  -1.500461  -1.045739  4.193111  -1.40
C  0.542037  -0.602439  2.777857  -0.33
N  -0.303808  -0.582091  1.633245  0.05
C  -0.820389  -1.749770  1.187646  0.14
O  -0.596469  -2.875025  1.614073  -0.75
C  -1.714975  -1.567990  -0.021917  0.51
C  -2.349991  -2.571023  -0.726426  -0.67
C  -3.076243  -2.212488  -1.857156  -0.37
C  -3.159478  -0.884576  -2.266642  -0.46
C  -2.512770  0.068800  -1.506940  0.23
N  -1.838370  -0.310951  -0.427156  0.21
C  -2.458097  1.560022  -1.784820  0.18
O  -3.034147  2.022726  -2.756954  -0.72
N  -1.733378  2.227658  -0.858791  0.30
C  -1.538765  3.628780  -1.010515  -0.54
C  -2.245432  4.503936  -0.182624  1.18
C  -3.269935  3.976271  0.780226  -1.12
C  -1.990340  5.866495  -0.285500  -1.04
C  -1.059873  6.346600  -1.194158  -0.76
C  -0.374892  5.464134  -2.013721  -0.99
C  -0.602025  4.094926  -1.935241  1.15
C  0.133295  3.130903  -2.820640  -1.24
H  3.144119  0.740821  1.265510  0.43
H  1.816450  -0.118260  0.486458  -0.36
H  3.233841  -1.003477  1.062046  0.39
H  3.772439  -0.168713  3.667613  0.46
H  2.794856  -0.516322  5.907470  0.41
H  0.365097  -0.919335  6.138979  0.37
H  -1.795093  -0.983367  5.239785  0.44
H  -1.763981  -2.036663  3.818850  0.24
H  -2.079831  -0.315659  3.623969  0.21
H  -2.253030  -3.593007  -0.388352  0.57
H  -3.579905  -2.978807  -2.432365  0.46
H  -3.703322  -0.573843  -3.147077  0.53
H  -4.044981  3.418163  0.251557  0.23
H  -3.743127  4.792589  1.324653  0.41
H  -2.827422  3.287014  1.503798  0.16
H  -2.537559  6.555785  0.346873  0.38
H  -0.873498  7.410481  -1.268213  0.41
H  0.348094  5.838314  -2.728978  0.37
H  0.910328  3.641455  -3.388068  0.43
H  -0.554746  2.657767  -3.523938  0.26
H  0.595787  2.333421  -2.234315  0.15
C  2.138055  -4.675076  -3.280241  -1.76
C  2.107949  -3.709543  -2.100170  1.67
C  1.710118  -4.469670  -0.828635  -1.43
C  3.479003  -3.063795  -1.924967  -1.48
N  1.132922  -2.664341  -2.466355  -0.65
N  0.921581  -1.643778  -1.499077  0.06
H  2.826801  -5.497995  -3.085771  0.38
H  2.450900  -4.158009  -4.187467  0.41
H  1.147504  -5.103541  -3.453731  0.39
H  2.452266  -5.234100  -0.592635  0.44
H  0.746681  -4.966796  -0.966408  0.31
H  1.623982  -3.823941  0.047783  0.32
H  4.236672  -3.829965  -1.755785  0.47
H  3.496437  -2.387549  -1.068043  0.05
H  3.746678  -2.497794  -2.818469  0.41
H  0.232664  -3.104043  -2.626585  0.31
H  1.575277  -0.891687  -1.678614  0.29
H  1.101993  -1.987865  -0.558137  -0.20
N  0.685890  3.257412  2.101797  -0.28
C  0.093401  2.439010  1.539973  -0.13
H  1.127269  3.973358  2.636180  0.21

Atoms 1-3, force components in eV/Å:
-0.02 0.00 -0.02
-0.01 0.05 -0.01
0.03 -0.02 0.01

The gap between HOMO and LUMO comes out at 0.2894 hartree. The LUMO energy is -0.01419 hartree. The calculation puts the strongest force on any atom at 0.0033 hartree/bohr. The calculated total energy is -1685.76516 a.u. The value obtained for the HOMO energy is -8.261 eV.